ORCA calculation (ωB97M-V/def2-TZVPD) on a molecular structure, C48H72ClKO40 at a distorted geometry.

Output
- HOMO energy (eV) = -10.263
- largest force on an atom (hartree/bohr) = 0.110
- lowest unoccupied orbital energy (eV) = -1.46

Structure (ORCA input):
```
! RIJCOSX wB97M-V def2-TZVPD def2/J DEFGRID3
* xyz 0 1
K 1.26 2.79 -2.73
Cl 0.00 -0.13 -0.45
O 1.39 -0.31 -0.61
O -0.21 1.33 -0.55
O -0.70 -0.81 -1.53
O -0.34 -0.62 0.89
C -3.36 4.11 2.24
C -2.50 2.93 1.91
C -1.75 2.33 3.16
O -2.48 1.10 3.27
C -3.34 0.89 2.28
O -3.94 -0.11 2.16
O -3.35 1.90 1.46
H -3.91 4.44 1.36
H -2.68 4.94 2.42
H -3.96 3.96 3.14
H -1.86 3.22 1.07
H -1.94 2.96 4.03
H -0.71 2.11 2.93
C 0.21 3.05 -7.95
C -0.30 4.19 -6.94
C -1.71 4.73 -7.01
O -2.34 4.34 -5.80
C -1.38 3.80 -5.03
O -1.53 3.41 -3.89
O -0.27 3.61 -5.71
H -0.38 2.13 -7.94
H 1.19 2.67 -7.65
H 0.31 3.29 -9.01
H 0.36 5.04 -7.12
H -2.11 4.08 -7.79
H -1.64 5.78 -7.29
C 2.15 -2.37 -3.39
C 2.08 -3.26 -2.17
C 0.68 -3.74 -1.75
O 0.84 -5.18 -1.64
C 2.14 -5.56 -2.12
O 2.62 -6.68 -2.18
O 2.86 -4.49 -2.35
H 3.14 -2.16 -3.79
H 1.63 -1.46 -3.09
H 1.64 -2.97 -4.15
H 2.58 -2.73 -1.36
H -0.09 -3.39 -2.44
H 0.44 -3.20 -0.84
C -2.55 -3.39 4.74
C -3.42 -4.53 4.35
C -3.61 -5.62 5.38
O -4.99 -5.78 5.33
C -5.59 -4.85 4.44
O -6.74 -4.72 4.16
O -4.66 -4.03 4.03
H -1.86 -3.55 5.58
H -3.06 -2.55 5.20
H -2.05 -3.02 3.85
H -3.02 -4.92 3.42
H -3.31 -5.33 6.39
H -3.02 -6.42 4.94
C -0.70 0.93 6.06
C 0.30 0.83 7.24
C 1.59 0.08 7.02
O 2.61 0.97 7.43
C 2.04 2.21 7.78
O 2.72 3.05 8.33
O 0.77 2.11 7.58
H -0.25 1.58 5.31
H -1.74 1.16 6.29
H -0.76 -0.02 5.52
H -0.29 0.51 8.10
H 1.70 -0.07 5.94
H 1.64 -0.88 7.54
C 5.58 -0.22 0.34
C 5.09 -0.71 -1.03
C 5.18 0.30 -2.12
O 5.60 -0.48 -3.19
C 6.20 -1.59 -2.79
O 6.81 -2.39 -3.52
O 6.01 -1.74 -1.45
H 6.65 -0.05 0.43
H 5.10 -0.80 1.13
H 5.02 0.67 0.63
H 4.06 -1.04 -0.92
H 5.91 1.10 -2.02
H 4.17 0.61 -2.40
C -0.52 -4.67 1.53
C 0.62 -4.46 2.55
C 1.76 -3.58 2.22
O 1.87 -2.78 3.46
C 1.00 -3.20 4.33
O 0.90 -2.65 5.43
O 0.14 -4.04 3.77
H -1.26 -5.36 1.95
H -0.20 -5.17 0.62
H -1.08 -3.74 1.44
H 0.99 -5.45 2.82
H 1.56 -3.00 1.32
H 2.73 -4.02 1.98
C 6.78 6.03 -1.99
C 6.10 5.41 -0.80
C 4.69 6.02 -0.50
O 3.73 5.03 -0.39
C 4.28 3.90 -0.81
O 3.74 2.79 -0.90
O 5.61 4.13 -1.12
H 7.34 6.88 -1.59
H 6.08 6.23 -2.80
H 7.59 5.35 -2.26
H 6.72 5.49 0.09
H 4.30 6.76 -1.20
H 4.73 6.62 0.42
C -4.60 1.23 -3.34
C -4.44 1.87 -1.94
C -3.91 3.27 -1.84
O -4.98 3.89 -1.23
C -5.94 3.00 -0.85
O -7.01 3.30 -0.37
O -5.63 1.85 -1.29
H -4.74 0.16 -3.27
H -3.69 1.46 -3.90
H -5.55 1.56 -3.75
H -3.83 1.29 -1.25
H -3.61 3.64 -2.82
H -3.13 3.18 -1.08
C 2.32 3.17 2.70
C 2.27 1.69 3.31
C 2.66 0.47 2.54
O 3.90 0.13 3.19
C 4.04 0.79 4.29
O 5.02 0.63 5.02
O 3.13 1.78 4.42
H 1.51 3.31 1.98
H 3.23 3.48 2.17
H 2.11 3.83 3.53
H 1.22 1.67 3.60
H 2.84 0.63 1.47
H 1.86 -0.27 2.56
C -1.27 -2.82 -5.53
C -1.25 -1.30 -5.94
C -2.13 -0.44 -5.00
O -1.20 0.48 -4.55
C 0.08 0.17 -4.97
O 1.05 0.88 -4.66
O 0.05 -0.88 -5.82
H -0.56 -3.44 -6.08
H -2.20 -3.34 -5.73
H -1.03 -2.92 -4.47
H -1.53 -1.02 -6.95
H -2.47 -0.99 -4.12
H -2.95 0.03 -5.53
C -4.10 -2.12 -1.63
C -3.48 -2.87 -0.48
C -4.50 -3.08 0.67
O -4.38 -4.46 0.98
C -3.61 -5.02 0.11
O -3.38 -6.22 0.07
O -3.16 -4.18 -0.88
H -4.92 -2.64 -2.12
H -3.41 -1.82 -2.43
H -4.39 -1.23 -1.08
H -2.62 -2.38 -0.04
H -5.44 -2.85 0.15
H -4.32 -2.47 1.55
*
```

---

ORCA calculation (ωB97M-V/def2-TZVPD) on a molecular structure, C5H12NO2 at a distorted geometry.

Output
- HOMO energy (eV) = -2.558
- largest force on an atom (hartree/bohr) = 0.111
- lowest unoccupied orbital energy (eV) = 3.59

Structure (ORCA input):
```
! RIJCOSX wB97M-V def2-TZVPD def2/J DEFGRID3
* xyz -1 1
C 1.54 -0.64 1.23
C 0.89 0.34 -0.99
C 2.04 1.70 0.78
C -3.08 -0.96 -1.17
C 1.39 0.64 0.36
N -2.18 1.10 -0.14
O -3.26 0.89 0.51
O -1.98 -0.26 -1.28
H 2.37 -1.35 0.84
H 1.82 -0.36 2.25
H 0.63 -1.28 1.28
H 1.44 -0.42 -1.37
H 0.79 1.16 -1.80
H -0.25 0.05 -0.99
H -1.28 0.73 0.43
H 2.51 1.66 1.72
H 2.10 2.71 0.35
H -3.58 -0.90 -0.25
H -2.83 -2.13 -1.48
H -3.86 -0.64 -1.88
*
```

---

ORCA calculation (ωB97M-V/def2-TZVPD) on a single C4H9NO molecule.

Output
- SMILES = CC/N=C/CO
- HOMO energy (eV) = -9.626
- largest force on an atom (hartree/bohr) = 0.019
- lowest unoccupied orbital energy (eV) = 1.04

Structure (ORCA input):
```
! RIJCOSX wB97M-V def2-TZVPD def2/J DEFGRID3
* xyz 0 1
C -0.31 -1.74 0.48
C -0.03 -1.20 -0.94
N -0.39 0.19 -0.90
C 0.57 0.93 -0.57
C 0.29 1.95 0.48
O -1.03 1.89 0.91
H 0.51 -1.55 1.19
H -1.20 -1.26 0.91
H -0.48 -2.82 0.44
H 1.04 -1.35 -1.18
H -0.65 -1.69 -1.67
H 1.62 0.70 -0.83
H 0.59 2.95 0.16
H 0.96 1.64 1.30
H -1.49 1.35 0.24
*
```

---

ORCA calculation (ωB97M-V/def2-TZVPD) on a single C20H25N3O4 molecule at a distorted geometry.

Output
- SMILES = CCOc1ccc(CN(C)CC(=O)Nc2cc(C)c(C)cc2[N+](=O)[O-])cc1
- HOMO energy (eV) = -8.266
- largest force on an atom (hartree/bohr) = 0.028
- lowest unoccupied orbital energy (eV) = -0.49

Structure (ORCA input):
```
! RIJCOSX wB97M-V def2-TZVPD def2/J DEFGRID3
* xyz 0 1
C 4.02 -0.96 -4.24
C 2.73 -0.98 -3.44
O 2.75 -2.12 -2.60
C 1.80 -2.25 -1.65
C 0.64 -1.49 -1.58
C -0.25 -1.68 -0.54
C -0.02 -2.63 0.45
C -0.95 -2.72 1.63
N -0.48 -1.83 2.69
C 0.49 -2.45 3.57
C -1.56 -1.14 3.37
C -2.06 0.02 2.51
O -3.20 0.43 2.55
N -1.05 0.52 1.75
C -1.09 1.49 0.77
C -2.25 2.23 0.52
C -2.32 3.19 -0.47
C -3.58 3.96 -0.67
C -1.20 3.43 -1.29
C -1.25 4.46 -2.37
C -0.05 2.71 -1.06
C 0.03 1.75 -0.04
N 1.28 1.07 0.09
O 2.08 1.18 -0.81
O 1.50 0.43 1.11
C 1.11 -3.43 0.34
C 2.00 -3.24 -0.69
H 4.04 -0.10 -4.90
H 4.87 -0.91 -3.56
H 4.11 -1.87 -4.83
H 1.86 -1.03 -4.12
H 2.64 -0.07 -2.83
H 0.42 -0.73 -2.32
H -1.15 -1.08 -0.50
H -1.95 -2.41 1.33
H -1.01 -3.76 1.99
H 0.85 -1.71 4.28
H 1.33 -2.78 2.97
H 0.08 -3.30 4.13
H -2.41 -1.78 3.64
H -1.17 -0.70 4.30
H -0.17 0.01 1.85
H -3.11 2.04 1.14
H -3.40 5.02 -0.55
H -4.34 3.64 0.04
H -3.96 3.80 -1.68
H -2.03 4.22 -3.09
H -0.30 4.51 -2.90
H -1.47 5.45 -1.96
H 0.83 2.87 -1.66
H 1.29 -4.20 1.07
H 2.89 -3.85 -0.77
*
```

---

ORCA calculation (ωB97M-V/def2-TZVPD) on a molecular structure, C29H64Cl2F6N2O17PPb at a distorted geometry.

Output
- HOMO energy (eV) = -10.452
- largest force on an atom (hartree/bohr) = 0.037
- lowest unoccupied orbital energy (eV) = -3.83

Structure (ORCA input):
```
! RIJCOSX wB97M-V def2-TZVPD def2/J DEFGRID3
* xyz 1 1
Pb -1.94 1.74 -0.98
P 0.16 -1.19 -0.34
F -1.40 -0.81 -0.19
F 0.26 -0.99 1.27
F -0.10 -2.75 -0.05
F 1.75 -1.36 -0.49
F 0.03 -1.44 -1.94
F 0.35 0.42 -0.70
C 1.08 -5.17 1.90
C 1.31 -4.57 3.30
C 2.41 -5.28 4.07
O 3.50 -5.62 3.25
C 4.23 -6.73 3.67
N 1.68 -3.17 3.09
H 1.83 -4.77 1.21
H 0.12 -4.85 1.50
H 1.18 -6.26 1.92
H 0.42 -4.66 3.93
H 1.93 -6.17 4.51
H 2.79 -4.73 4.94
H 3.56 -7.52 4.03
H 4.95 -6.53 4.48
H 4.74 -7.21 2.84
H 2.67 -3.15 2.85
H 1.27 -2.81 2.23
C 6.78 2.58 2.76
C 5.22 2.65 2.82
C 4.53 1.39 2.33
O 4.65 1.35 0.92
C 4.22 0.09 0.45
N 4.80 2.91 4.20
H 7.03 2.05 3.69
H 7.18 3.59 2.75
H 7.16 1.94 1.97
H 4.90 3.53 2.25
H 3.45 1.44 2.55
H 4.89 0.51 2.86
H 4.51 -0.05 -0.59
H 3.13 0.00 0.40
H 4.59 -0.82 0.94
H 5.01 2.09 4.77
H 5.38 3.62 4.64
C -7.29 -2.25 -1.40
C -7.16 -2.27 0.10
O -6.23 -3.27 0.58
C -4.96 -2.88 0.63
O -4.58 -1.74 0.45
O -4.22 -3.90 0.95
C -2.80 -3.77 0.99
H -6.35 -1.83 -1.79
H -8.16 -1.66 -1.68
H -7.36 -3.26 -1.80
H -8.09 -2.65 0.54
H -6.92 -1.30 0.54
H -2.39 -4.76 0.90
H -2.47 -3.32 1.93
H -2.46 -3.16 0.16
C 0.28 5.43 -5.01
C -0.29 4.08 -4.59
O 0.77 3.15 -4.53
C 0.67 2.08 -3.77
O -0.17 1.87 -2.91
O 1.59 1.23 -4.16
C 1.94 0.17 -3.24
H 1.01 5.34 -5.82
H 0.87 5.82 -4.18
H -0.50 6.10 -5.36
H -1.14 3.78 -5.21
H -0.75 4.23 -3.61
H 2.88 -0.24 -3.58
H 1.23 -0.64 -3.45
H 1.90 0.44 -2.19
C -3.50 -3.92 -2.49
C -3.17 -2.45 -2.38
O -3.09 -1.87 -3.69
C -2.89 -0.59 -3.82
O -2.81 0.24 -2.93
O -2.77 -0.30 -5.09
C -2.56 1.04 -5.55
H -4.56 -4.03 -2.72
H -3.26 -4.53 -1.62
H -2.98 -4.42 -3.31
H -2.23 -2.30 -1.84
H -3.84 -1.82 -1.79
H -2.67 1.74 -4.72
H -3.29 1.25 -6.33
H -1.55 1.07 -5.95
C -1.41 7.42 -1.24
C -1.20 6.02 -0.68
O 0.08 5.52 -1.09
C 0.45 4.35 -0.64
O -0.33 3.54 -0.15
O 1.74 4.18 -0.84
C 2.40 3.00 -0.34
H -0.75 8.14 -0.76
H -2.42 7.76 -1.02
H -1.19 7.42 -2.30
H -1.96 5.32 -1.03
H -1.26 6.07 0.41
H 1.97 2.62 0.59
H 3.45 3.23 -0.23
H 2.27 2.20 -1.07
C 0.36 3.86 4.56
C -0.33 3.31 3.34
O -1.30 2.32 3.68
C -1.75 1.55 2.72
O -1.55 1.70 1.52
O -2.55 0.66 3.26
C -3.02 -0.40 2.44
H -0.26 4.48 5.20
H 1.29 4.35 4.28
H 0.67 3.00 5.17
H 0.37 2.91 2.62
H -0.79 4.18 2.85
H -3.30 -1.25 3.06
H -2.22 -0.76 1.78
H -3.94 -0.12 1.93
C 1.31 -3.80 -2.62
Cl -0.12 -4.69 -3.19
Cl 2.78 -4.86 -2.67
H 1.48 -2.92 -3.22
H 1.16 -3.51 -1.59
*
```

---

ORCA calculation (ωB97M-V/def2-TZVPD) on a single C2H9NOSi molecule at a distorted geometry.

Output
- SMILES = C[Si](C)(N)O
- HOMO energy (eV) = -10.042
- largest force on an atom (hartree/bohr) = 0.088
- lowest unoccupied orbital energy (eV) = 0.67

Structure (ORCA input):
```
! RIJCOSX wB97M-V def2-TZVPD def2/J DEFGRID3
* xyz 0 1
C 1.64 -0.54 -0.21
Si -0.13 0.14 -0.27
C -0.87 0.86 1.36
N -1.30 -0.98 -0.85
O 0.36 1.72 -1.29
H 2.62 0.06 -0.33
H 1.68 -0.79 0.87
H 1.75 -1.48 -0.84
H -1.65 1.46 1.09
H -1.13 0.12 2.05
H -0.15 1.69 1.79
H -2.11 -1.04 -0.34
H -0.96 -1.72 -1.36
H 1.26 1.53 -1.54
*
```

---

ORCA calculation (ωB97M-V/def2-TZVPD) on a single C4H6N2O2 molecule at a distorted geometry.

Output
- SMILES = NN1C(=O)O[C@@H]2C[C@@H]21
- HOMO energy (eV) = -9.374
- largest force on an atom (hartree/bohr) = 0.049
- lowest unoccupied orbital energy (eV) = 0.87

Structure (ORCA input):
```
! RIJCOSX wB97M-V def2-TZVPD def2/J DEFGRID3
* xyz 0 1
N -1.72 1.25 -0.04
N -0.68 0.33 -0.08
C -0.98 -0.98 0.00
O -2.08 -1.45 0.24
O 0.10 -1.72 -0.20
C 1.20 -0.84 -0.36
C 1.54 0.14 0.72
C 0.65 0.60 -0.40
H -2.29 1.07 -0.85
H -2.29 1.05 0.77
H 1.83 -1.25 -1.07
H 2.60 0.47 0.55
H 1.24 -0.06 1.79
H 0.89 1.40 -1.06
*
```

---

ORCA calculation (ωB97M-V/def2-TZVPD) on a gas-phase ion, C7H13N2O2 (charge +1) at a distorted geometry.

Output
- SMILES = CN/C(=C\O/C=[NH+]/C)C(C)=O
- HOMO energy (eV) = -13.203
- largest force on an atom (hartree/bohr) = 0.088
- lowest unoccupied orbital energy (eV) = -3.89

Structure (ORCA input):
```
! RIJCOSX wB97M-V def2-TZVPD def2/J DEFGRID3
* xyz 1 1
C 0.08 1.49 -1.30
N 0.15 0.77 -0.09
C 1.06 -0.32 -0.09
C 0.46 -1.51 -0.40
O -0.86 -1.65 -0.57
C -1.72 -0.63 -0.32
N -2.44 -0.60 0.75
C -3.33 0.46 1.02
C 2.48 0.05 0.42
C 3.57 -0.99 0.24
O 2.53 1.05 1.10
H -0.67 1.12 -2.09
H 0.10 2.63 -1.13
H 1.07 1.38 -1.79
H 0.10 1.36 0.71
H 1.11 -2.36 -0.84
H -1.83 0.07 -1.12
H -2.42 -1.29 1.51
H -4.42 0.16 1.30
H -2.98 1.16 1.79
H -3.45 1.16 0.21
H 3.98 -0.99 1.23
H 4.30 -0.52 -0.49
H 3.13 -2.00 -0.05
*
```

---

ORCA calculation (ωB97M-V/def2-TZVPD) on a single C2H4N2 molecule at a distorted geometry.

Output
- SMILES = [H]/N=C/C=N/[H]
- HOMO energy (eV) = -8.736
- largest force on an atom (hartree/bohr) = 0.108
- lowest unoccupied orbital energy (eV) = 1.15

Structure (ORCA input):
```
! RIJCOSX wB97M-V def2-TZVPD def2/J DEFGRID3
* xyz 0 1
H 2.76 0.03 -0.17
N 1.79 -0.01 -0.47
C 0.85 -0.13 0.31
C -0.86 -0.11 -0.39
N -1.71 0.05 0.52
H -2.65 0.20 0.33
H 0.54 0.03 1.40
H -0.71 -0.06 -1.53
*
```

---

- Number 6 is which compound?
  C2H9NOSi

---

- What is the lowest unoccupied orbital energy in the fourth record?
  -0.49 eV